# 1
Below is 2 unconnected molecules or ions with the total composition C4H8N2O6 in a non-equilibrium geometry, with properties calculated with the ωB97M-V functional and the def2-TZVPD basis.

Calculated values
* relative energy (zero: lowest compared OMol25 entry of this formula, charge and spin): 9.32 kcal per mole
* lowest unoccupied orbital energy: -0.214 eV
* Kohn-Sham gap: 10.181 eV

```
20
Properties=species:S:1:pos:R:3:forces:R:3
C 1.78178 0.76258 0.06118 1.141 0.073 2.324
H -0.55657 -1.14341 1.92113 0.432 0.800 -0.742
C -1.00128 -0.16250 -0.02053 0.715 0.253 -1.893
H -1.66879 -1.91559 1.00068 -0.162 -0.146 -0.905
O -1.11189 1.83793 1.15368 1.055 -0.865 -0.251
H -0.02232 -0.73175 -2.06786 -0.383 0.607 1.152
O 3.71040 -0.61000 0.05175 -1.742 -0.286 -0.052
C -0.78906 -0.94857 -1.29257 -0.671 0.722 -0.909
H -2.09835 -0.50263 1.79997 -0.811 1.097 0.261
H -1.74274 -0.97586 -1.82081 -0.292 0.263 -0.071
O 1.42170 1.01626 -1.03913 -0.850 1.191 -4.935
N -0.95332 1.11877 -0.01486 -1.091 1.116 0.671
O -0.83850 1.98087 -1.03412 1.606 -0.940 -1.391
C -1.33983 -0.89934 1.17634 0.327 -1.847 2.146
O 1.67922 -1.50427 0.00923 1.480 0.654 0.153
H -0.65495 -1.94268 -0.99186 0.442 -1.406 0.436
O 1.63014 1.33175 1.11650 -0.189 0.162 1.559
H 0.20105 1.85249 -1.35137 -1.531 -0.184 1.138
N 2.48645 -0.55771 0.04627 0.900 -1.519 0.640
H -0.13314 1.99367 1.29639 -0.375 0.255 0.669
```
Forces are in eV/Å.

natural (NBO) atomic charge list, values in e, 4 entries:
1. C 0.849
2. H 0.292
3. C 0.409
4. H 0.247

# 2
Below is a molecular structure, C36H65N12ORuS2Te in a non-equilibrium geometry, with properties calculated with the ωB97M-V functional and the def2-TZVPD basis.

Calculated values
* relative energy (zero: lowest compared OMol25 entry of this formula, charge and spin): 26.07 kcal per mole
* 2S+1: 5
* charge: +3
* lowest unoccupied orbital energy (spin up / spin down): -8.595 / -8.823 eV
* Kohn-Sham gap (spin up / spin down): 6.782 / 6.671 eV

```
118
Properties=species:S:1:pos:R:3:forces:R:3
C 4.44452 -2.88526 3.45948 0.369 0.118 -0.121
H -0.16109 5.48475 1.89225 -0.019 -0.024 -0.009
H 7.50216 -1.08133 1.93619 0.044 -0.031 0.010
Ru 0.34328 0.40630 0.23866 -0.260 0.820 -1.447
C 6.18538 -1.22831 3.62300 0.030 0.058 0.006
C 4.27601 -2.77846 -2.31150 -0.002 -0.048 -0.022
H 0.19319 6.62173 -1.82440 0.010 -0.015 0.032
C 2.30957 -6.86161 0.98790 -0.054 0.167 -0.148
C -2.96337 1.03687 0.09191 -0.208 -0.240 -0.239
C -2.71566 -0.21921 -0.75489 -0.041 0.365 0.489
C 1.77339 -3.94155 2.18192 -0.235 0.015 0.069
H -5.18932 2.08585 3.67410 0.034 0.019 0.011
C 0.69184 -0.64085 4.30664 -0.596 0.029 -0.302
N -2.39430 0.89266 1.41238 0.507 -0.379 -0.179
H 1.37630 2.35918 1.04947 0.138 0.123 0.017
H -1.98976 5.40184 -2.50666 -0.030 -0.030 -0.007
H -2.83459 -1.10385 -0.12777 0.010 -0.004 -0.001
C 2.75168 -0.96476 -1.66594 0.141 -0.018 0.123
C 2.82184 -1.77750 -4.02635 -0.132 -0.010 -0.045
S 1.82253 -2.27646 1.60527 -0.245 0.153 0.171
H -2.09204 3.65989 -2.22723 -0.007 -0.001 0.006
C 3.33982 -3.58975 4.12541 -0.164 0.205 0.087
H 3.34119 1.49408 0.08428 -0.062 -0.047 0.049
C 5.09985 -1.88323 4.17568 -0.159 -0.041 -0.008
C 3.44318 0.41803 0.26393 -0.008 0.070 -0.192
H 4.50326 -2.74644 -1.24809 0.005 -0.009 0.028
H -2.98046 -0.74035 4.85439 -0.030 -0.021 0.027
C 1.04172 -6.23863 1.58256 0.324 -0.307 0.073
C 1.30560 -0.71213 6.68479 -0.169 -0.251 -0.105
H 0.41851 3.16749 2.31539 -0.002 -0.030 -0.053
H -4.04167 1.20346 0.17235 -0.028 0.056 -0.161
H -0.20229 2.48118 -3.10815 0.060 -0.016 0.056
H 1.73803 -6.48272 -1.07703 -0.005 0.017 -0.048
N -2.64464 0.97405 3.68919 -0.507 0.351 -0.168
Te -0.26007 -0.98738 2.47634 0.487 -0.595 0.603
H 2.54443 0.02436 0.75103 0.180 0.041 0.121
H 1.96807 3.85420 1.79683 0.030 -0.061 0.016
H 2.39575 -0.80579 -4.26907 -0.023 -0.005 -0.022
H 0.16204 -6.59403 1.04971 -0.056 0.061 0.061
C 6.02055 -2.61044 1.66160 0.036 0.033 -0.134
C -1.27866 0.75510 -2.43582 0.334 0.328 -0.181
H -1.20960 0.23104 -3.39275 -0.075 -0.027 0.009
C -0.88305 -1.57020 -1.60976 0.048 -0.093 -0.204
C -0.10922 1.74087 -2.31376 0.057 0.027 -0.097
N -0.25623 4.54726 -1.74006 0.010 -0.052 -0.016
N 2.43651 -4.35063 3.26184 -0.247 -0.115 -0.154
H -0.92824 -2.12641 -0.66748 -0.079 -0.002 -0.027
H -5.62664 3.34199 2.52622 -0.008 -0.055 -0.004
H 0.83382 1.21022 -2.46666 -0.073 0.046 -0.195
C 1.93644 0.29175 6.01246 0.169 0.163 -0.080
H -2.10341 2.87625 4.41299 0.019 0.005 0.015
H 4.74630 -1.62810 5.16352 -0.022 -0.003 0.095
H 2.64049 0.96492 6.47822 -0.023 0.032 0.025
H -2.20451 1.33068 -2.44544 0.008 -0.095 -0.070
H 2.93794 -5.33681 -0.43287 -0.015 0.037 -0.076
N -0.05118 2.32640 -0.97443 -0.053 -0.808 0.564
H 3.71298 -1.91158 -4.64053 0.020 0.071 0.003
C 1.07412 3.32939 1.45263 -0.084 -0.041 0.003
H 5.08352 -0.26667 -2.56062 -0.046 -0.025 0.008
C 6.64481 -1.58550 2.36163 -0.044 -0.020 0.043
H -1.55322 -2.06146 -2.32684 0.003 -0.024 0.049
H 1.39811 -0.97760 7.72545 0.039 -0.005 0.040
H 0.61226 -4.37894 0.65511 -0.035 0.078 0.039
N -3.68657 2.63440 2.30016 -0.099 0.277 -0.215
C 0.53094 -1.62771 -2.16632 -0.103 0.008 0.018
H 0.84693 -2.67626 -2.18462 -0.030 0.018 -0.099
C 0.64438 5.65120 -2.04291 0.002 0.108 -0.021
H 1.56856 5.54778 -1.48034 0.002 0.024 -0.002
H -3.45608 -0.27049 -1.56004 0.091 -0.085 -0.043
C 4.92056 -3.25321 2.19886 -0.156 -0.028 0.117
H 5.18774 -2.58320 -2.88101 0.010 0.025 0.026
H 0.93726 -6.52676 2.63024 -0.184 0.010 -0.025
C -3.48578 -0.17796 4.06924 0.371 -0.027 -0.116
H -4.45988 0.13732 4.44809 -0.055 0.006 0.037
H 5.29403 0.99398 -1.35106 -0.027 -0.010 0.000
H 4.45445 -4.06199 1.65026 0.030 -0.066 -0.012
H -2.35983 3.48977 0.92578 -0.011 0.035 0.028
H -3.45927 4.61484 1.74197 0.004 0.027 -0.026
O 3.14575 -3.65228 5.30149 0.002 -0.027 -0.108
H 1.00474 6.13007 0.73531 -0.006 -0.009 0.007
H 4.28379 0.25800 0.94211 -0.074 -0.022 0.090
H 3.93299 -3.78507 -2.56208 0.034 -0.008 0.010
C -4.82010 2.96671 3.15677 -0.049 0.025 0.072
H -2.50793 1.88600 -0.42375 -0.228 0.018 -0.133
H -1.19707 4.29794 -3.62863 0.005 -0.021 0.017
H 3.40994 -6.98362 -0.85512 0.028 0.064 -0.066
H 0.50028 -1.27872 -3.20087 0.017 -0.078 -0.001
H -3.62940 -0.82391 3.20522 0.004 -0.020 0.001
H 1.95413 1.08184 3.94916 0.013 0.001 -0.005
H 3.16642 -6.64944 1.63139 0.002 -0.096 0.052
N 3.21711 -1.82895 -2.62628 0.063 0.012 0.053
H 6.69052 -0.45740 4.18847 0.005 0.022 -0.014
H -4.07007 3.59140 0.43492 0.003 0.017 -0.013
C 1.57636 0.34663 4.64639 0.089 0.073 0.007
N 1.04770 -4.77675 1.47252 0.043 -0.113 0.056
C -3.38054 3.62957 1.28052 -0.018 0.049 0.073
C -1.44105 4.45945 -2.57511 -0.051 0.056 -0.033
H -4.57116 3.74546 3.88046 0.020 -0.031 -0.006
H 2.16314 -5.23910 3.67081 0.065 -0.015 -0.022
N -1.34798 -0.20360 -1.31539 0.267 -0.064 0.640
C -2.94699 1.51588 2.40450 0.661 -0.505 0.555
N 3.69616 -0.28637 -0.97227 -0.073 -0.165 0.107
C 2.61110 -6.37940 -0.43009 -0.034 -0.130 0.185
S 0.27352 -1.61657 5.67312 0.046 0.207 -0.169
C 5.03645 -0.05603 -1.49730 0.162 0.032 -0.027
C 0.03702 3.62305 -0.77991 0.053 -0.016 0.146
N 0.41108 4.11365 0.43459 0.056 -0.088 -0.241
H 0.88898 5.62929 -3.10693 0.015 -0.024 0.015
C 0.13115 5.48436 0.84147 -0.067 0.123 0.054
H 6.41362 -2.92977 0.70560 0.013 0.001 -0.034
H 2.16388 -7.94182 0.98245 0.026 -0.010 0.112
H -3.50639 2.16650 5.24131 -0.020 0.042 0.051
H -1.89390 1.54118 5.55188 0.107 -0.064 0.081
C -2.54128 1.95088 4.78186 0.088 -0.202 -0.081
N 1.47009 -0.82422 -1.39086 -0.372 0.706 0.494
H 2.11553 -2.56566 -4.29863 -0.010 0.018 0.004
H -0.68714 5.89613 0.25832 0.003 -0.012 -0.010
H 5.77781 -0.66260 -0.97320 0.002 -0.010 -0.018
```
Forces are in eV/Å.

Mulliken atomic charge list, values in e, 4 entries:
1. C 0.229
2. H 0.391
3. H 0.485
4. Ru 1.418

# 3
Below is a single C6H8N2O4 molecule in a non-equilibrium geometry, with properties calculated with the ωB97M-V functional and the def2-TZVPD basis.

Calculated values
* relative energy (zero: lowest compared OMol25 entry of this formula, charge and spin): 118.29 kcal per mole
* lowest unoccupied orbital energy: 0.598 eV
* Kohn-Sham gap: 9.240 eV

```
20
Properties=species:S:1:pos:R:3:forces:R:3
O 2.47019 -0.62824 2.46925 -0.778 1.099 0.707
H -2.68692 0.91978 -0.57579 1.008 0.100 0.672
C 0.87102 -0.56386 -0.76789 -3.589 0.152 0.449
H 0.06940 1.90774 -0.81238 2.341 -0.412 -0.841
H -1.72499 -0.85235 1.28692 0.840 0.570 -0.464
C -1.07664 -0.19177 -1.30977 4.198 -0.199 1.068
H 1.71991 -0.00997 2.76771 1.369 -1.303 -0.793
N -1.48468 -0.82415 -2.24463 3.157 -1.658 -0.454
C -1.58507 0.79648 -0.37710 0.728 0.813 2.120
C 1.10000 -0.38702 0.57402 -0.155 -0.579 -2.621
H -2.34115 -0.78567 -2.64684 -3.379 0.434 -1.079
C 2.33741 -0.91059 1.16353 -1.262 0.098 0.815
O 0.18053 0.20204 1.41660 -0.074 -0.417 -0.525
H -1.28871 2.79684 -1.14077 0.804 -1.535 1.096
O 1.57517 -1.26215 -1.65899 -1.682 1.309 -0.283
O 3.09918 -1.63571 0.57256 0.478 0.142 -0.184
H 2.31299 -1.63792 -1.20404 1.471 -0.712 0.902
C -1.22732 0.13642 1.10443 -0.085 1.234 -0.764
N -0.81973 2.09800 -0.49014 -4.171 0.532 0.056
H -1.50059 0.83210 1.87331 -1.219 0.331 0.124
```
Forces are in eV/Å.

natural (NBO) atomic charge list, values in e, 4 entries:
1. O -0.667
2. H 0.220
3. C 0.297
4. H 0.368

# 4
Below is 2 unconnected molecules or ions with the total composition C10H21FO3PS in a non-equilibrium geometry, with properties calculated with the ωB97M-V functional and the def2-TZVPD basis.

Calculated values
* charge: +1
* lowest unoccupied orbital energy: -3.950 eV
* Kohn-Sham gap: 9.040 eV

```
37
Properties=species:S:1:pos:R:3:forces:R:3
H 1.46796 0.63318 -5.19537 -0.465 1.891 1.641
H 0.97486 -1.45433 -3.61292 -1.739 1.481 1.101
C -0.00090 2.38059 -5.29308 0.408 7.504 -1.531
H 0.24787 -1.23563 5.32916 0.000 0.160 0.015
C -1.05148 -0.97094 -0.52206 -0.834 -0.910 0.687
H 2.20703 2.22903 -4.45315 -2.283 -0.906 -0.101
C 0.56953 -0.20362 5.14492 0.036 -0.231 0.189
P 0.67791 0.90164 -2.77293 -0.397 -0.509 -1.588
H -0.46274 -0.08700 0.00983 -1.267 -1.730 -1.471
C -2.56361 -0.50658 -1.04228 0.932 -0.675 -0.386
C 1.23468 1.57877 -4.50868 -0.827 -0.930 -1.543
H -2.38415 0.30843 -1.86680 -0.878 -1.296 1.611
C -0.18617 -1.75266 -1.67423 -1.249 -0.431 0.419
C 0.08733 -0.89416 -3.04379 0.673 -1.576 -0.387
C 1.29384 -0.57434 2.81938 0.640 -0.262 -0.168
F -1.20825 1.66070 -5.79969 4.138 1.821 1.963
O -0.50700 1.08635 1.82184 -0.176 -0.260 -0.164
H -0.84202 -2.69523 -1.99912 1.509 2.075 0.528
C -0.51898 0.55690 4.40227 -0.101 0.197 0.482
H 2.22458 0.80377 4.19732 -0.069 -0.150 0.002
H -3.25301 -0.16350 -0.15963 1.610 -0.358 -1.795
H 1.87452 -0.07166 2.04179 -0.221 -0.109 0.011
H 2.55848 -0.89201 4.56240 -0.121 0.131 -0.097
H -1.51871 0.37344 4.79958 0.042 0.032 -0.241
H 0.79497 0.25811 6.11064 -0.070 -0.083 -0.164
O -1.25180 -1.21139 2.60155 0.115 0.451 -0.221
O 0.13361 3.70219 -5.50566 -1.387 -10.033 1.493
H -0.82192 -0.91841 -3.80350 1.769 0.488 1.756
H 1.79588 1.04870 -1.87258 -0.815 -0.216 -0.584
H 1.31911 -1.65622 2.66261 -0.142 0.157 -0.021
S -0.40874 -0.04109 2.72720 -0.148 0.100 0.650
H -0.30985 1.63073 4.38865 -0.071 -0.135 -0.091
C 1.78367 -0.20029 4.21732 0.349 0.140 0.227
H -3.10583 -1.43198 -1.54599 1.226 1.907 0.964
H -0.38081 1.75993 -2.30553 0.759 -0.568 -0.162
H 0.79322 -2.19240 -1.20818 -1.673 1.099 -1.072
H -1.26310 -1.75905 0.34872 0.727 1.732 -1.953
```
Forces are in eV/Å.

natural (NBO) atomic charge list, values in e, 4 entries:
1. H 0.301
2. H 0.280
3. C 0.830
4. H 0.221

Calculated molecular weight in order - 180.12; 974.80; 172.14; 271.31 g/mol